Entry 1:
69
Properties=species:S:1:pos:R:3:forces:R:3 method="wB97M-V/def2-TZVPD" orbital_gap_ev=9.318 smiles="CCCCCC[C@@](C#N)(CC#N)CCOC=O.COCCOC.COCCOC" e_homo_ev=-8.947 total_energy_ha=-1384.98152
C 3.41422 2.33171 -0.53764 0.3 0.1 0.1
C 3.74864 2.46794 -2.03311 -0.5 0.2 0.1
C 3.14661 1.34991 -2.88352 0.4 -0.1 0.3
C 1.62814 1.17776 -2.80435 0.0 0.2 -0.4
C 0.80851 2.46712 -2.82277 0.2 -0.1 -0.3
C -0.69932 2.20666 -2.79303 0.5 -0.1 0.1
C -1.36479 1.91534 -1.41150 -0.7 0.1 -0.3
C -0.56040 2.40655 -0.29351 0.3 0.1 0.2
N 0.08428 2.79478 0.57417 -0.1 -0.1 0.0
C -2.72886 2.68616 -1.38407 0.5 0.0 -0.3
C -2.54584 4.13823 -1.38934 -0.2 -0.1 0.1
N -2.44235 5.27938 -1.40947 0.1 0.1 0.0
C -1.70070 0.40698 -1.21219 -0.1 0.3 0.4
C -0.67347 -0.42788 -0.46314 -0.1 -0.5 -0.3
O -1.16383 -0.61023 0.88243 0.3 0.3 0.0
C -0.19073 -1.01155 1.73644 0.1 0.1 0.6
O 0.07940 -0.42246 2.73833 -0.2 -0.3 -0.2
H 4.31776 2.29921 0.07125 0.0 0.0 0.0
H 2.85879 1.42142 -0.31340 -0.1 -0.1 0.0
H 2.82894 3.16933 -0.16677 -0.1 0.0 0.0
H 4.82588 2.50925 -2.18098 0.1 -0.1 -0.1
H 3.36243 3.42557 -2.38748 0.1 0.1 -0.1
H 3.59569 0.41624 -2.53050 0.0 -0.1 -0.2
H 3.46648 1.47292 -3.91945 -0.1 0.1 -0.1
H 1.36341 0.55070 -1.95666 0.0 0.0 0.1
H 1.32839 0.62639 -3.70031 -0.1 -0.3 0.1
H 1.12287 3.16325 -2.04748 -0.1 0.0 0.2
H 1.02636 2.96346 -3.77291 0.0 0.1 0.0
H -1.20218 3.03955 -3.28158 -0.1 0.1 0.2
H -0.88203 1.33059 -3.41707 -0.1 0.0 -0.1
H -3.24555 2.44347 -2.31458 -0.2 -0.2 0.1
H -3.33631 2.39578 -0.53092 0.0 0.0 0.1
H -1.94739 -0.03890 -2.17200 0.1 0.0 -0.1
H -2.60790 0.35409 -0.60972 0.0 -0.1 0.0
H 0.30501 0.04474 -0.42174 0.0 0.1 0.0
H -0.54683 -1.39859 -0.94938 0.0 -0.1 0.1
H 0.30921 -1.95564 1.47346 0.0 0.0 -0.3
C 3.14036 -2.30659 -0.73297 0.0 0.1 0.0
O 2.25512 -2.63411 -1.78935 0.0 0.0 0.1
C 2.91218 -3.14829 -2.93852 -0.1 0.1 0.0
C 2.80773 -4.65437 -3.01897 0.2 -0.1 0.0
O 3.51075 -5.28725 -1.96344 -0.1 0.1 0.0
C 2.67383 -5.74416 -0.91741 0.0 0.0 0.0
H 2.53436 -2.09468 0.14736 0.0 0.0 0.0
H 3.82456 -3.12492 -0.49870 0.0 0.0 0.0
H 3.72028 -1.41050 -0.98012 0.0 0.0 0.0
H 3.96331 -2.84497 -2.94473 0.0 0.0 0.0
H 2.42800 -2.71070 -3.81724 0.0 0.0 0.0
H 3.25446 -4.98889 -3.96031 0.0 0.0 0.0
H 1.75595 -4.95699 -3.01668 0.0 0.0 0.0
H 2.08605 -6.61013 -1.24017 0.0 0.0 0.0
H 1.99717 -4.95887 -0.57072 0.0 0.0 0.0
H 3.31736 -6.04612 -0.09322 0.0 0.0 0.0
C -2.19594 1.23358 4.35638 0.0 0.0 0.1
O -2.68972 0.89010 5.64367 0.0 0.0 -0.1
C -3.97397 1.41784 5.91705 0.1 -0.1 0.1
C -5.05397 0.37334 5.74271 -0.1 0.1 -0.1
O -5.17721 -0.03696 4.38939 0.0 0.0 0.0
C -4.54164 -1.27033 4.11463 0.0 0.0 0.0
H -1.30735 0.64120 4.16657 0.0 0.0 0.1
H -2.93464 1.02084 3.57855 0.0 0.0 0.0
H -1.92791 2.29511 4.31742 0.0 0.0 0.0
H -4.18099 2.28014 5.27546 0.0 0.0 0.0
H -3.97818 1.76014 6.95729 0.0 0.0 0.0
H -6.01618 0.79820 6.04614 0.0 0.0 0.0
H -4.84475 -0.48684 6.38611 0.0 0.0 0.0
H -5.09231 -2.10162 4.56949 0.0 0.0 0.0
H -3.51015 -1.28028 4.47542 0.0 0.0 0.0
H -4.53909 -1.40216 3.03348 0.0 0.0 0.0

Entry 2:
75
Properties=species:S:1:pos:R:3:forces:R:3 method="wB97M-V/def2-TZVPD" orbital_gap_ev=2.292 total_charge=+1 e_homo_ev=-8.020 total_energy_ha=-4629.76488
C 5.29674 2.35032 1.73616 -0.2 0.2 0.2
O 4.34239 1.67405 0.87387 0.4 -0.3 -0.5
C 4.52360 0.20508 0.80078 0.4 -0.1 0.5
C 3.51284 -0.46264 1.71112 -0.4 0.4 0.0
C 2.24779 -0.89675 0.96306 -0.1 -0.4 0.2
C 0.98530 -0.75903 1.82341 0.4 -0.3 0.0
C -0.12593 -1.76570 1.51331 0.3 0.3 -0.5
P -1.91220 -1.01523 1.50603 -0.8 -1.6 1.4
C -1.56220 0.15769 3.06508 -0.1 0.5 -0.3
C -1.13996 -0.53389 4.30147 0.2 -0.1 0.0
O -1.86674 -0.95105 5.16798 -0.1 -0.1 0.1
C -1.25806 0.37117 0.08889 0.6 1.3 -2.3
C -2.36448 0.71126 -0.83276 -0.4 0.6 1.3
C -2.94534 2.11615 -0.67307 -0.5 -0.5 -0.1
C -2.87468 2.81058 0.70483 0.2 0.4 -0.2
N -3.82666 2.33951 1.65820 -0.2 -0.3 -0.2
C -2.72987 -2.44534 2.55492 0.2 -0.2 -0.5
C -4.06211 -2.16425 3.16630 1.1 0.9 0.0
O -4.96624 -2.91076 3.21504 -1.3 -1.0 0.0
F -4.21030 -0.92392 3.64876 -0.1 0.1 0.0
H 5.49470 1.71518 2.59740 0.0 0.0 -0.1
H 6.20872 2.57899 1.18395 0.0 -0.2 0.1
H 4.82938 3.27355 2.07755 0.0 -0.1 0.0
H 4.40541 -0.08930 -0.24766 0.0 0.1 0.0
H 5.55470 0.00058 1.09410 0.0 0.1 -0.1
H 3.95660 -1.29443 2.26195 0.0 0.0 -0.1
H 3.21858 0.29076 2.45243 0.2 -0.1 0.1
H 2.13494 -0.26817 0.06827 0.0 -0.3 -0.1
H 2.35404 -1.94612 0.66686 0.1 0.2 -0.3
H 1.30829 -0.87934 2.86037 -0.2 0.2 0.0
H 0.62894 0.25616 1.66654 0.1 0.0 0.4
H 0.00548 -2.12782 0.48520 -0.1 0.0 0.1
H -0.01995 -2.64698 2.15264 -0.3 0.1 0.1
H -3.23740 -0.43936 1.39778 0.2 0.3 -0.1
H -2.19029 -1.81636 0.31354 0.1 0.2 -0.1
H -0.80742 0.90756 2.83561 0.0 0.0 -0.1
H -2.48793 0.69943 3.21871 -0.2 -0.1 0.0
H -0.04783 -0.66130 4.42337 0.1 0.0 0.0
H -0.79076 1.24836 0.51673 0.0 0.1 0.4
H -0.47587 -0.21760 -0.39420 -0.2 -0.5 0.4
H -1.93729 0.70799 -1.90646 0.3 0.4 -0.4
H -3.14782 -0.04491 -0.78689 0.2 0.0 -0.4
H -2.47921 2.76085 -1.42138 0.2 0.0 0.2
H -4.01158 2.06595 -0.92644 0.0 0.1 -0.1
H -1.81028 2.76755 1.10012 -0.6 -0.1 0.0
H -3.01572 3.88377 0.55679 0.1 -0.1 0.0
H -4.42584 3.05116 2.04731 0.1 0.0 0.1
H -4.36040 1.54353 1.34856 0.0 -0.1 0.1
H -2.04737 -2.89596 3.27732 -0.1 0.3 0.2
H -2.95321 -3.23344 1.83003 0.2 0.1 0.0
C 4.53266 0.14508 -3.49324 0.1 -0.1 -0.1
C 5.06144 -0.56354 -4.56424 0.0 0.0 0.0
C 6.32807 -0.25391 -5.03902 0.0 0.0 0.0
C 7.07885 0.75665 -4.45135 0.0 0.0 0.0
C 6.56301 1.47024 -3.37886 0.0 -0.1 -0.1
C 5.29582 1.14836 -2.92468 -0.1 0.0 0.4
H 3.53968 -0.08076 -3.12126 0.0 0.0 0.0
H 4.48367 -1.35145 -5.02781 0.0 0.0 0.0
H 6.73447 -0.80323 -5.87758 0.0 0.0 0.0
H 8.06498 0.98970 -4.82937 0.0 0.0 0.0
H 7.13854 2.26036 -2.91536 0.0 0.0 0.0
H 4.85752 1.70944 -2.07992 0.8 -0.4 -0.8
C -5.57745 -1.97715 -1.91219 0.0 -0.1 -0.1
O -4.71238 -1.15813 -1.75477 -0.1 0.0 0.0
N -6.39661 -2.44929 -0.94375 0.1 0.0 0.0
N -5.77495 -2.50160 -3.21100 0.3 -0.4 -0.1
H -7.12122 -3.12573 -1.08726 0.0 0.0 0.0
H -6.25602 -2.08634 -0.01473 0.0 0.0 0.0
H -5.16941 -2.13364 -3.92484 0.0 0.2 0.0
H -6.47155 -3.18486 -3.42767 -0.6 0.3 0.4
Al 3.61804 2.46597 -0.78772 -1.1 0.6 0.8
O -1.29092 1.97384 -3.13109 0.2 -0.5 0.5
H -1.82171 2.35341 -3.84208 -0.1 -0.2 0.0
Br -1.21769 3.89677 2.91175 0.6 0.1 0.3
Li -6.40439 -4.59771 -4.91543 0.2 0.0 0.0